1.
{"formula": "C5H6FIO", "method": "wB97M-V/def2-TZVPD", "symbols": ["C", "C", "C", "F", "I", "H", "H", "H", "H", "C", "C", "O", "H", "H"], "positions_angstrom": [[-0.92191, -1.09750, 0.80224], [-0.10220, -1.08298, -0.42173], [-0.31823, -0.29277, -1.43660], [-1.31230, 0.64294, -1.47304], [0.76720, -0.31930, -3.29249], [-1.49302, -2.02099, 0.92740], [-1.57582, -0.15146, 0.89705], [-0.06588, -1.11324, 1.62464], [0.78784, -1.79439, -0.66773], [0.90917, 2.42132, -0.59300], [1.41831, 1.41892, 0.05035], [1.85608, 0.51911, 0.68849], [0.53682, 3.22790, -0.15562], [1.08083, 2.44431, -1.70311]], "energy_ha": -666.82004, "homo_ha": -0.337, "total_charge": 0, "gap_ev": 9.50, "lumo_ev": 0.32}

***

2.
{"formula": "C5H8O2", "method": "wB97M-V/def2-TZVPD", "symbols": ["C", "C", "C", "C", "C", "O", "O", "H", "H", "H", "H", "H", "H", "H", "H"], "positions_angstrom": [[1.29015, 1.19819, 0.01770], [0.59802, -0.10669, 0.18564], [0.59935, -1.11055, -1.05821], [-0.81564, 0.08442, 0.46755], [-2.14679, -0.60959, 0.41330], [-2.60540, 0.43457, 1.17670], [-1.40384, 1.11140, 1.24065], [1.10823, 1.71154, 1.06483], [0.75469, 1.94335, -0.73116], [2.39372, 1.29429, -0.16642], [1.15342, -0.64915, 0.97441], [1.72501, -1.37445, -1.02369], [0.18558, -0.64133, -2.03733], [0.07252, -1.93624, -0.62520], [-2.90901, -1.34978, 0.10122]], "energy_ha": -345.57404, "homo_ha": -0.307, "total_charge": 0, "gap_ev": 9.28, "lumo_ev": 0.94}

***

3.
{"formula": "C29H11AuF15GeN5S", "method": "wB97M-V/def2-TZVPD", "symbols": ["Au", "F", "C", "C", "C", "F", "C", "F", "C", "F", "C", "F", "Ge", "S", "C", "C", "F", "C", "F", "C", "F", "C", "F", "C", "F", "C", "C", "F", "C", "F", "C", "F", "C", "F", "C", "F", "C", "C", "N", "C", "C", "N", "C", "N", "N", "N", "C", "C", "C", "C", "C", "C", "H", "H", "H", "H", "H", "H", "H", "H", "H", "H", "H"], "positions_angstrom": [[-1.05913, -1.83561, -1.10614], [-1.18653, 1.29889, 2.95206], [0.04707, 0.88029, 2.66096], [0.27377, -0.42621, 2.26626], [1.58607, -0.77661, 2.00656], [1.82047, -2.04661, 1.63626], [2.65017, 0.10649, 2.12486], [3.89997, -0.29191, 1.87616], [2.39217, 1.41669, 2.51826], [3.38787, 2.29509, 2.62896], [1.08257, 1.80239, 2.77906], [0.81977, 3.05759, 3.15006], [-1.05353, -1.96751, 2.23536], [-1.34423, -3.32081, 0.58536], [-0.41093, -2.95081, 3.86086], [-0.29693, -2.24451, 5.04396], [-0.58933, -0.93041, 5.02006], [0.08987, -2.83711, 6.23526], [0.17707, -2.12051, 7.35836], [0.38227, -4.19761, 6.24866], [0.73447, -4.79351, 7.38646], [0.31217, -4.92501, 5.06666], [0.60807, -6.22551, 5.07156], [-0.07703, -4.29441, 3.88786], [-0.12343, -5.01361, 2.77126], [-2.79613, -1.06581, 2.66866], [-3.61063, -1.40861, 3.72826], [-3.21023, -2.38711, 4.55096], [-4.81793, -0.76251, 3.97186], [-5.56823, -1.09881, 5.02166], [-5.23593, 0.25389, 3.11816], [-6.38613, 0.88939, 3.33876], [-4.44833, 0.59759, 2.02326], [-4.83013, 1.57139, 1.19026], [-3.25423, -0.07571, 1.82096], [-2.47583, 0.27109, 0.77506], [0.32537, 1.29019, -1.27934], [-0.31933, 0.76359, -2.50574], [-0.83383, -0.44511, -2.62014], [-1.35673, -0.55011, -3.87424], [-1.15413, 0.61849, -4.53274], [-0.49093, 1.44499, -3.66134], [-0.09003, 2.79699, -3.95994], [0.81527, 2.87409, -5.06824], [0.55377, 3.71929, -6.09174], [1.50117, 3.72619, -6.91814], [2.47427, 2.86719, -6.49674], [3.70727, 2.51949, -7.04724], [4.45227, 1.58619, -6.36534], [3.99757, 0.99879, -5.17524], [2.79027, 1.33789, -4.60274], [2.03607, 2.29119, -5.27564], [0.54227, 0.45369, -0.61844], [-0.34723, 1.96679, -0.75134], [1.25167, 1.81649, -1.50144], [-1.83403, -1.44861, -4.20224], [-1.42293, 0.93199, -5.51964], [0.35707, 3.23069, -3.05844], [-0.96853, 3.38759, -4.24674], [4.04727, 2.96099, -7.96984], [5.41427, 1.28629, -6.75034], [4.61037, 0.25129, -4.69534], [2.45217, 0.87949, -3.68444]], "energy_ha": -5494.26051, "homo_ha": -0.319, "total_charge": 0, "gap_ev": 8.53, "lumo_ev": -0.14}

***

4.
{"formula": "C12H24ClIMgO8", "method": "wB97M-V/def2-TZVPD", "symbols": ["Mg", "I", "Cl", "C", "O", "C", "O", "O", "C", "H", "H", "H", "H", "H", "H", "C", "O", "C", "O", "O", "C", "H", "H", "H", "H", "H", "H", "C", "C", "O", "C", "H", "H", "H", "H", "H", "H", "C", "C", "O", "C", "H", "H", "H", "H", "H", "H"], "positions_angstrom": [[0.10111, -1.13065, 1.27856], [0.08907, -0.80252, 3.94972], [0.91897, -3.14636, 0.79565], [3.19942, 0.07817, -1.97123], [4.00613, 0.01682, -0.79314], [3.37875, 0.00816, 0.42018], [2.14364, -0.20639, 0.56899], [4.20798, 0.28145, 1.39593], [5.63758, 0.19076, 1.30188], [3.86472, 0.13911, -2.83249], [2.58050, 0.97530, -1.98460], [2.51160, -0.76741, -1.97026], [5.92137, -0.64102, 0.65713], [6.10795, 0.21206, 2.28494], [5.79053, 1.17532, 0.85987], [-3.67077, 0.11221, 2.65918], [-4.01213, -0.79904, 1.65227], [-3.12349, -1.50633, 0.99184], [-1.89956, -1.43106, 1.12765], [-3.72384, -2.41577, 0.23330], [-3.06744, -3.54384, -0.23123], [-4.64621, 0.50997, 2.93920], [-2.98187, 0.81653, 2.19288], [-3.20302, -0.41031, 3.49361], [-2.74773, -4.21552, 0.56547], [-2.18408, -3.19299, -0.76477], [-3.76624, -3.92456, -0.97610], [0.90868, 3.17550, 1.74244], [-0.17416, 2.29294, 1.06651], [-0.12471, 1.04911, 1.09719], [-1.28304, 3.00016, 0.27112], [1.05485, 2.87943, 2.78123], [0.45934, 4.16224, 1.85439], [1.82244, 3.08035, 1.15585], [-1.95448, 2.25577, -0.15684], [-0.81697, 3.55524, -0.54297], [-1.80328, 3.68203, 0.94381], [-1.92736, 0.20941, -2.53891], [-0.71213, -0.62345, -2.23237], [-0.31544, -0.69993, -1.07190], [-0.03310, -1.30483, -3.38836], [-1.83839, 1.02035, -3.26179], [-2.27586, 0.68471, -1.62199], [-2.78768, -0.37333, -2.86810], [0.18842, -0.55931, -4.15206], [-0.71552, -2.05365, -3.79044], [0.89529, -1.81485, -3.13136]], "energy_ha": -2031.69006, "homo_ha": -0.261, "total_charge": 0, "gap_ev": 7.25, "lumo_ev": 0.16}